Entry P
ORCA calculation (ωB97M-V/def2-TZVPD) on an isolated molecule of C3H8N2O2.

As for the total charge: 0. Its SMILES is NN(/C=C/O)CO. As for the LUMO energy: 0.672 eV.

CARTESIAN COORDINATES (ANGSTROEM)
C: -0.25711 0.76355 -0.55794
C: -0.78814 0.03256 -1.62220
C: 0.86162 -1.08170 0.30488
N: 0.47988 1.14611 1.57961
N: 0.57160 0.28311 0.41526
O: -1.64205 0.65098 -2.45735
O: -0.23036 -1.97541 0.65952
H: -0.37285 1.89010 -0.63390
H: -0.76930 -0.98267 -1.73531
H: 1.12215 -1.46799 -0.68824
H: 1.68727 -1.34838 0.97975
H: -0.18704 0.81561 2.31472
H: 1.35867 1.26961 2.16656
H: -1.39047 1.64004 -2.27056
H: -0.44386 -1.63552 1.54519

Here are the natural (NBO) charges for atoms 1 to 5, given in e: -0.1252, 0.0650, 0.0649, -0.6555, -0.3207

Entry Q
ORCA calculation (ωB97M-V/def2-TZVPD) on a cluster of 2 separate species, C3H8N2O2 in total.

As for the total charge: 0. As for the LUMO energy: -0.068 eV.

CARTESIAN COORDINATES (ANGSTROEM)
C: -0.54567 -0.08283 -0.03711
C: 0.04950 -0.58764 -1.39876
C: 0.29878 1.59062 1.53625
N: 0.13862 1.14417 0.35708
N: 0.20573 -1.99823 -1.54182
O: 0.58173 1.82785 -0.60285
O: -0.39565 0.48805 3.03105
H: -1.65542 0.10794 -0.25247
H: -0.50101 -0.83922 0.81383
H: -0.57422 -0.12778 -2.15585
H: 1.00495 -0.13242 -1.60153
H: 0.99643 2.30779 1.91239
H: 0.42793 -2.32003 -2.57617
H: 0.95604 -2.51257 -1.03616
H: -0.98772 1.13430 3.55211

Here are the natural (NBO) charges for atoms 1 to 5, given in e: -0.2630, -0.2292, 0.3213, 0.0421, -0.8629

Entry R
ORCA calculation (ωB97M-V/def2-TZVPD) on a cluster of 3 separate species, C3H8N2O2 in total.

As for the total charge: 0. Its SMILES is c1c[nH]cn1.O.O. As for the LUMO energy: 0.635 eV.

CARTESIAN COORDINATES (ANGSTROEM)
C: -1.51480 0.94668 -0.26446
C: -0.72165 1.02910 0.84682
N: -0.46909 -0.24928 1.21826
C: -1.06992 -1.06389 0.32042
N: -1.75071 -0.36482 -0.57007
H: -1.92014 1.73316 -0.87513
H: -0.37875 1.92562 1.31699
H: 0.07815 -0.50330 2.02558
H: -1.14739 -2.13018 0.44110
H: 2.06460 -1.29856 -0.30427
H: 2.94976 -0.41486 0.62052
O: 2.41411 -1.20816 0.60327
H: 1.25550 0.12703 -2.07310
H: 0.73056 1.38110 -1.44511
O: 1.56404 0.99591 -1.79468

Here are the natural (NBO) charges for atoms 1 to 5, given in e: -0.1327, -0.1156, -0.5008, 0.1433, -0.4602

What should be chosen as the least stable of them? Choose entry Q.

Entry P
ORCA calculation (ωB97M-V/def2-TZVPD) on a cluster of 3 separate species, C3H8N2O2 in total.

As for the total charge: 0. Its SMILES is c1c[nH]cn1.O.O. As for the LUMO energy: 0.530 eV.

CARTESIAN COORDINATES (ANGSTROEM)
C: 2.16206 -0.48660 -0.32771
C: 1.33162 -0.16600 -1.38757
N: 0.61473 0.99116 -1.08678
C: 1.10619 1.43337 0.03857
N: 1.83929 0.43793 0.63358
H: 3.01825 -1.13760 -0.29955
H: 1.57690 -0.36425 -2.41729
H: 1.27012 2.43560 0.42788
H: 2.13672 0.47852 1.59075
H: -1.47567 0.22883 -0.77168
H: -1.04678 0.17227 0.60752
O: -1.85954 0.22447 0.10245
H: -3.63051 -1.95102 0.42595
H: -3.21833 -0.77516 1.19105
O: -3.82505 -1.52152 1.27283

Here are the natural (NBO) charges for atoms 1 to 5, given in e: -0.0959, -0.1220, -0.4866, 0.1680, -0.5400

Entry Q
ORCA calculation (ωB97M-V/def2-TZVPD) on a cluster of 3 separate species, C3H8N2O2 in total.

As for the total charge: 0. Its SMILES is c1c[nH]cn1.O.O. As for the LUMO energy: 0.453 eV.

CARTESIAN COORDINATES (ANGSTROEM)
C: 0.51186 1.58849 1.81229
C: 0.87411 0.92429 0.65456
N: 0.58096 -0.40334 0.88785
C: -0.04031 -0.46661 2.09489
N: -0.04850 0.71140 2.68273
H: 0.38848 2.62973 2.05393
H: 1.66402 1.14306 -0.04942
H: 0.36615 -0.95707 0.05892
H: -0.40383 -1.34352 2.60419
H: 1.22088 -1.80204 -2.44557
H: -0.08236 -0.99530 -2.13919
O: 0.64819 -1.47181 -1.74435
H: -1.40085 0.66400 -1.87896
H: -2.60703 -0.10329 -2.26041
O: -1.67176 -0.11800 -2.33146

Here are the natural (NBO) charges for atoms 1 to 5, given in e: -0.0927, -0.1523, -0.5375, 0.1589, -0.4683

Entry R
ORCA calculation (ωB97M-V/def2-TZVPD) on a cluster of 2 separate species, C3H8N2O2 in total.

As for the total charge: 0. Its SMILES is O=C1NCCO1.N. As for the LUMO energy: 0.857 eV.

CARTESIAN COORDINATES (ANGSTROEM)
N: 2.62607 0.72070 0.17363
C: -0.52485 1.01120 0.11982
O: 0.00767 2.09518 0.20346
N: -0.03489 -0.12110 -0.46173
C: -0.91092 -1.25464 -0.28455
C: -2.04097 -0.63533 0.56826
O: -1.76592 0.76338 0.62212
H: 2.16965 1.60266 -0.05806
H: 3.61075 0.79899 -0.06077
H: 0.98315 -0.18270 -0.53385
H: -0.41367 -2.08139 0.23426
H: -1.28416 -1.63076 -1.24431
H: -2.04694 -1.02781 1.59042
H: -3.03085 -0.77358 0.12954
H: 2.56789 0.65383 1.18664

Here are the natural (NBO) charges for atoms 1 to 5, given in e: -1.1026, 0.8812, -0.6410, -0.6646, -0.2390

What should be chosen as the least stable of them? Choose entry P.

Entry P
ORCA calculation (ωB97M-V/def2-TZVPD) on a structure of composition C5H12O.

As for the total charge: 0. As for the LUMO energy: 1.156 eV.

CARTESIAN COORDINATES (ANGSTROEM)
C: -2.30129 -0.65244 -1.28664
C: -1.76955 0.40775 -0.31900
C: -0.38144 0.09637 0.13988
O: 0.44607 1.10207 0.25473
C: 1.73981 0.93572 0.50529
C: 2.16816 -0.15286 1.43592
H: -3.32869 -0.42608 -1.58984
H: -2.30019 -1.64535 -0.82277
H: -1.67563 -0.70327 -2.18324
H: -2.45341 0.48528 0.54048
H: -1.75685 1.39127 -0.80120
H: -0.17354 -0.79955 0.71953
H: 0.99084 -0.51408 -1.17054
H: 2.25277 1.89128 0.52002
H: 1.68101 -0.11077 -1.00736
H: 3.22940 -0.03153 1.66715
H: 2.02955 -1.15650 1.01410
H: 1.60296 -0.11729 2.38350

Here are the natural (NBO) charges for atoms 1 to 5, given in e: -0.5958, -0.4684, 0.0867, -0.3693, 0.0212

Entry Q
ORCA calculation (ωB97M-V/def2-TZVPD) on a cluster of 2 separate species, C5H12O in total.

As for the total charge: 0. Its SMILES is CC=O.CCC. As for the LUMO energy: 0.804 eV.

CARTESIAN COORDINATES (ANGSTROEM)
C: -0.70452 1.58058 1.59985
C: -2.20514 1.62113 0.95760
C: -2.84089 2.93097 1.04483
H: -0.58468 2.26398 2.53100
H: -0.53575 0.54566 1.93603
H: 0.18793 1.82719 0.94169
H: -2.24527 1.21873 -0.05023
H: -2.61663 0.65504 1.45627
H: -3.92323 2.76362 0.62774
H: -2.24087 3.79772 0.61734
H: -3.20058 3.16891 2.07635
O: 1.22535 -1.24534 -1.41184
C: 2.12061 -2.07611 -1.76991
C: 2.67930 -3.11474 -0.84864
H: 2.75165 -2.07494 -2.78930
H: 3.26820 -2.51382 -0.12830
H: 1.76138 -3.58792 -0.33091
H: 3.27889 -3.75243 -1.49539

Here are the natural (NBO) charges for atoms 1 to 5, given in e: -0.6229, -0.4158, -0.6277, 0.1999, 0.2045

Entry R
ORCA calculation (ωB97M-V/def2-TZVPD) on an isolated molecule of C5H12O.

As for the total charge: 0. Its SMILES is CCCOCC. As for the LUMO energy: 1.191 eV.

CARTESIAN COORDINATES (ANGSTROEM)
C: 2.96394 -0.31963 -0.17959
C: 1.54606 -0.87654 -0.08787
C: 0.50901 0.21353 0.12762
O: -0.77019 -0.34351 -0.05767
C: -1.83210 0.55233 0.19340
C: -2.98376 0.20289 -0.72984
H: 3.69520 -1.12217 -0.31806
H: 3.24090 0.23158 0.72680
H: 3.06133 0.36789 -1.02780
H: 1.46850 -1.60630 0.72672
H: 1.28640 -1.40690 -1.01129
H: 0.61132 0.64702 1.13760
H: 0.66790 1.03474 -0.59409
H: -1.50878 1.58955 0.01356
H: -2.13852 0.48614 1.24993
H: -3.85491 0.83427 -0.52750
H: -3.27254 -0.84356 -0.59778
H: -2.68295 0.34362 -1.77255

Here are the natural (NBO) charges for atoms 1 to 5, given in e: -0.6071, -0.4134, -0.0484, -0.5469, -0.0573

Entry S
ORCA calculation (ωB97M-V/def2-TZVPD) on a cluster of 2 separate species, C5H12O in total.

As for the total charge: 0. Its SMILES is C=C(C)CC.O. As for the LUMO energy: 0.873 eV.

CARTESIAN COORDINATES (ANGSTROEM)
C: -1.60947 1.40018 -1.33751
C: -0.24220 1.42396 -0.54207
C: 0.67077 0.20042 -0.64593
C: 1.02792 -0.44737 0.45147
C: 1.07367 -0.25902 -2.00918
H: -1.71206 2.48468 -1.67454
H: -1.49692 0.71277 -2.11540
H: -2.48955 1.24632 -0.75346
H: 0.56326 2.26018 -0.81078
H: -0.58981 1.69808 0.46826
H: 1.70312 -1.27573 0.49534
H: 0.67044 -0.22819 1.49598
H: 0.97371 0.52859 -2.77090
H: 2.15854 -0.57047 -1.99436
H: 0.37579 -1.08327 -2.34698
H: -0.98636 -2.17341 4.55067
H: -0.06834 -3.32358 5.03248
O: -0.02251 -2.59415 4.50690

Here are the natural (NBO) charges for atoms 1 to 5, given in e: -0.6095, -0.4231, 0.0022, -0.4068, -0.6590

What should be chosen as the least stable of them? Choose entry P.